The following is a quantum chemistry calculation of a 11-piece molecular cluster, C48H123N13O11 overall at a distorted geometry, from OMol25.

Atoms and positions in Å:
C 0.27979 -0.38798 9.20752
C -1.09148 -0.64264 8.56165
C -1.63740 0.68550 7.98429
C -0.97895 1.20075 6.69594
C -1.02100 0.01762 5.70217
C -0.53061 -1.36676 6.11360
N -1.02939 -1.64930 7.45100
O -1.05406 -3.08517 7.85427
C -1.04436 -2.46154 5.09542
C 0.94157 -1.40114 6.02048
C -2.08393 -1.02468 9.68817
H 0.19378 -0.88679 10.17286
H 0.43408 0.67833 9.37273
H 1.13158 -0.86885 8.72657
H -2.72604 0.66657 7.93339
H -1.48461 1.54237 8.64045
H 0.05942 1.43891 6.92655
H -1.38395 2.17603 6.42596
H -0.69022 0.37106 4.72556
H -2.04558 0.03523 5.33063
H -2.12139 -2.32998 4.99150
H -0.78530 -2.25679 4.05665
H -0.70902 -3.47216 5.32844
H 1.40620 -0.50767 6.43753
H 1.28921 -2.32395 6.48490
H 1.21174 -1.39802 4.96449
H -2.28349 -0.16322 10.32549
H -1.68016 -1.75490 10.38949
H -2.97446 -1.32082 9.13377
H -1.96162 -3.39773 7.83878
C -1.11637 1.69399 -1.15987
C -0.53608 0.39911 -0.92938
C 0.33850 0.20994 -2.20237
C 1.26921 -1.01177 -2.11666
C 2.19622 -0.76786 -0.86611
C 1.42765 -0.65671 0.45022
N 0.37510 0.39400 0.25593
O -0.27918 0.61873 1.48885
C 0.95742 -2.11912 0.85423
C 2.51977 -0.12878 1.49111
C -1.66269 -0.63904 -0.80963
H -1.52853 1.68809 -2.16892
H -0.34504 2.44700 -1.32154
H -1.87062 2.08048 -0.47444
H -0.37423 -0.06096 -2.98130
H 0.99064 1.03503 -2.48877
H 1.95446 -1.25034 -2.93006
H 0.76257 -1.97462 -2.18268
H 2.80306 0.12974 -0.98505
H 2.92471 -1.56826 -0.73659
H 0.41916 -2.54472 0.00732
H 1.81617 -2.72151 1.15051
H 0.26861 -2.16779 1.69760
H 3.13441 0.72075 1.19343
H 2.07135 0.22310 2.42020
H 3.17751 -0.96188 1.73897
H -2.53916 -0.29831 -1.36079
H -1.86826 -0.95600 0.21281
H -1.36796 -1.57473 -1.28475
H 0.23070 1.41270 1.66565
C -2.03883 5.31249 -0.62498
O -2.38135 5.45058 0.51165
N -1.02954 5.88568 -1.24309
N -2.68115 4.62835 -1.48055
H -0.55092 6.64936 -0.78720
H -0.95875 5.85014 -2.24998
H -3.24566 3.83218 -1.22067
H -2.42049 4.71600 -2.45238
C -5.88448 2.03756 -1.56936
O -6.60131 1.89313 -2.52714
N -5.99905 3.00349 -0.67162
N -4.94220 1.15418 -1.29800
H -6.70939 3.64134 -1.00128
H -5.43586 3.13282 0.15674
H -4.16143 1.35476 -0.68950
H -4.91566 0.39276 -1.96104
C -3.38221 2.29358 3.51677
C -3.78061 1.89392 2.08734
C -5.07942 1.01546 2.13904
O -4.97409 -0.14566 2.95186
C -3.90516 -1.05207 2.62261
N -4.15849 3.13048 1.53945
H -2.50146 2.93289 3.45630
H -3.11483 1.42621 4.12033
H -4.19318 2.86782 3.96474
H -3.03669 1.41445 1.45110
H -5.26536 0.73863 1.10131
H -5.89162 1.61919 2.54392
H -3.51154 -0.95876 1.61046
H -4.24472 -2.08247 2.72780
H -3.06890 -0.92608 3.31030
H -4.78763 3.62257 2.15762
H -3.31163 3.67146 1.64065
C 2.21855 -6.45073 -3.24464
C 2.22544 -5.91660 -1.79489
C 0.80058 -5.43275 -1.37998
O -0.09592 -6.45470 -1.25563
C -1.44788 -6.20731 -1.81064
N 2.74409 -7.02863 -0.96482
H 1.77211 -5.75661 -3.95667
H 1.71951 -7.41647 -3.32474
H 3.27056 -6.62407 -3.47122
H 2.88679 -5.05155 -1.84401
H 0.46703 -4.59023 -1.98578
H 0.96399 -4.88708 -0.45067
H -1.86126 -5.27296 -1.43089
H -2.08845 -6.98470 -1.39415
H -1.41067 -6.26223 -2.89863
H 2.69500 -6.64199 -0.03304
H 2.07237 -7.77920 -1.03918
C -3.10047 0.32662 -5.01011
C -4.13963 -0.78482 -5.19249
C -4.93135 -1.06999 -3.88741
O -4.08572 -1.22951 -2.70065
C -4.75583 -1.97807 -1.72827
N -5.09551 -0.41724 -6.25819
H -2.27059 -0.05385 -4.41460
H -3.51928 1.24714 -4.60348
H -2.65652 0.68626 -5.93837
H -3.60212 -1.64124 -5.59960
H -5.63862 -1.89100 -4.00502
H -5.67197 -0.27994 -3.76330
H -4.11483 -2.14147 -0.86195
H -4.92601 -2.96310 -2.16284
H -5.64934 -1.48842 -1.34099
H -5.72783 0.32098 -5.98379
H -4.54197 -0.11500 -7.04707
C 4.86911 -3.81389 -4.41146
C 4.67697 -2.62423 -3.42450
C 5.31930 -2.74405 -2.09154
O 4.64394 -3.69721 -1.18447
C 5.10566 -3.63635 0.19665
N 5.28501 -1.48700 -4.04019
H 5.93370 -4.04614 -4.38315
H 4.50457 -3.45633 -5.37446
H 4.26044 -4.68518 -4.16965
H 3.61238 -2.42461 -3.30243
H 5.45492 -1.82581 -1.52009
H 6.36009 -2.99536 -2.29574
H 4.86937 -2.68525 0.67381
H 6.14855 -3.91222 0.35275
H 4.46422 -4.45874 0.51339
H 6.20989 -1.65681 -4.40880
H 5.28499 -0.67198 -3.44365
C 2.34376 4.56879 -0.16330
C 3.13502 4.78531 -1.48009
C 4.55078 4.15921 -1.42560
O 5.28314 4.91119 -0.40941
C 6.53789 4.40095 -0.09585
N 2.36702 4.17220 -2.51159
H 2.89458 4.97555 0.68479
H 2.23571 3.48923 -0.05858
H 1.39049 5.09727 -0.17323
H 3.21454 5.84724 -1.71266
H 5.05401 4.16048 -2.39247
H 4.51361 3.08569 -1.24048
H 6.55102 3.31131 -0.07093
H 6.83129 4.75572 0.89216
H 7.31828 4.62558 -0.82291
H 2.02340 3.22442 -2.45041
H 1.49116 4.65638 -2.64772
C 4.27211 2.34276 3.93622
C 3.14289 2.98441 4.73958
C 1.72726 2.41634 4.38474
O 1.25006 2.55232 3.05860
C 0.78744 3.88335 2.79235
N 3.49351 2.92894 6.18434
H 4.19669 1.25917 4.02705
H 5.25139 2.71808 4.23329
H 4.13169 2.53038 2.87171
H 3.25979 4.03983 4.49353
H 1.00361 2.66331 5.16155
H 1.74033 1.32921 4.46262
H 0.56080 3.84449 1.72689
H 1.56226 4.63689 2.93349
H -0.15667 4.16460 3.25888
H 3.10971 2.12998 6.66854
H 4.48307 2.96164 6.38388
C -2.16749 -0.29990 -8.76909
C -0.76467 0.37892 -8.60427
C 0.45026 -0.56613 -8.61977
O 0.41674 -1.44214 -7.49984
C 1.05453 -0.93330 -6.33211
N -0.57695 1.40502 -9.60698
H -2.88277 0.52258 -8.76868
H -2.40603 -1.02146 -7.98771
H -2.27098 -0.83612 -9.71241
H -0.72405 0.79858 -7.59913
H 1.33253 0.01393 -8.89039
H 0.34730 -1.05831 -9.58686
H 1.10093 -1.54432 -5.43068
H 0.63457 0.02545 -6.02792
H 2.12736 -0.89475 -6.52086
H -0.74309 1.07173 -10.54582
H 0.39693 1.66061 -9.68658

Forces on atoms 1 to 2 (eV/Å):
C -0.06 -0.54 0.72
C 0.56 0.23 -0.43

## Properties
**SMILES**: CC1(C)CCCC(C)(C)N1O.CC1(C)CCCC(C)(C)N1O.COC[C@H](C)N.COC[C@H](C)N.COC[C@H](C)N.COC[C@H](C)N.COC[C@H](C)N.COC[C@H](C)N.COC[C@H](C)N.NC(N)=O.NC(N)=O
**Multiplicity**: 1
**DFT total energy**: -3441.7752 Eh
**Orbital gap**: 0.3043 Ha
**Relative energy (zero: lowest compared OMol25 entry of this formula, charge and spin)**: 94.1 kcal per mole
**Lowest unoccupied orbital energy**: 0.205 eV